{"formula": "C42H39N7OPdS3", "method": "ωB97M-V/def2-TZVPD", "gap_ev": [8.10, 6.99], "s2": 2.0065, "de_lowest_kcal_mol": 0.0, "homo_ev": [-12.63, -13.67], "largest_force_ev_per_a": 0.6, "multiplicity": 3, "e_tot_ha": -3404.13630, "charge": 2, "species": ["Pd", "N", "S", "N", "S", "N", "S", "N", "C", "C", "C", "C", "C", "C", "C", "C", "C", "C", "C", "C", "C", "C", "C", "C", "C", "C", "C", "C", "C", "C", "C", "C", "C", "C", "C", "C", "C", "C", "C", "C", "C", "C", "C", "C", "H", "H", "H", "H", "H", "H", "H", "H", "H", "H", "H", "H", "H", "H", "H", "H", "H", "H", "H", "H", "H", "H", "H", "H", "H", "H", "H", "H", "H", "H", "C", "C", "C", "N", "C", "C", "H", "H", "H", "H", "H", "N", "C", "N", "O", "H", "H", "H", "H"], "coordinates": [[1.95717, -1.29907, -1.36120], [0.52761, 0.04189, -1.88216], [0.17284, 1.45042, -1.56722], [-1.08440, 1.60068, -0.57246], [-1.23829, 1.06743, 0.86113], [-0.10864, 0.36739, 1.62132], [0.71921, -1.03385, 1.55411], [1.95958, -1.03101, 0.75058], [-0.55242, -2.26059, 1.28613], [-1.59161, -2.32917, 2.21206], [-2.62388, -3.22358, 1.99547], [-2.61707, -4.03241, 0.86443], [-1.56414, -3.97093, -0.03812], [-0.51774, -3.08410, 0.17563], [1.09319, -1.24007, 3.26755], [1.29170, -2.53682, 3.72491], [1.76022, -2.71976, 5.01600], [2.02954, -1.61790, 5.82094], [1.83018, -0.32805, 5.34249], [1.36792, -0.12870, 4.05066], [-2.72563, 0.11618, 0.78046], [-3.68079, 0.22653, 1.77998], [-4.85386, -0.50169, 1.65103], [-5.05050, -1.31223, 0.54076], [-4.07485, -1.41359, -0.44675], [-2.90036, -0.69014, -0.33894], [-1.57635, 2.46460, 1.88527], [-1.39429, 2.35751, 3.25932], [-1.61113, 3.47847, 4.04092], [-1.99746, 4.67665, 3.44919], [-2.17676, 4.76187, 2.07460], [-1.96879, 3.64816, 1.27591], [-0.45863, 2.30235, -2.97273], [0.45220, 2.94489, -3.80168], [-0.01670, 3.54309, -4.96047], [-1.36956, 3.48253, -5.27322], [-2.25925, 2.80715, -4.44538], [-1.80708, 2.20433, -3.28315], [1.35748, 2.59734, -0.87231], [1.01247, 3.94630, -0.79752], [1.84061, 4.80648, -0.09893], [2.98050, 4.31682, 0.53256], [3.31062, 2.97283, 0.44657], [2.49959, 2.10014, -0.26814], [-1.58787, -1.69443, 3.09166], [-3.42870, -3.30054, 2.71679], [-3.43228, -4.72342, 0.68890], [-1.54234, -4.61928, -0.90513], [0.31584, -3.05412, -0.50375], [1.08747, -3.38720, 3.08295], [1.92278, -3.72184, 5.39321], [2.40479, -1.76743, 6.82631], [2.04229, 0.52354, 5.97695], [1.23612, 0.86862, 3.64718], [-3.52379, 0.87838, 2.63093], [-5.61710, -0.42791, 2.41441], [-5.97824, -1.86143, 0.43738], [-4.23376, -2.05199, -1.30725], [-2.13238, -0.74019, -1.10419], [-1.08335, 1.41881, 3.69943], [-1.47174, 3.42054, 5.11256], [-2.16077, 5.55109, 4.06601], [-2.47664, 5.69846, 1.62159], [-2.10807, 3.68719, 0.20378], [1.50621, 2.97907, -3.54795], [0.67345, 4.05341, -5.61846], [-1.73389, 3.97313, -6.16730], [-3.30709, 2.75003, -4.70750], [-2.48325, 1.67490, -2.62184], [0.11796, 4.31376, -1.28728], [1.59555, 5.85976, -0.04089], [3.61632, 4.99163, 1.09218], [4.19596, 2.59722, 0.94510], [2.73930, 1.05591, -0.34457], [0.04048, -3.94010, -5.18844], [0.75319, -4.55696, -4.17097], [1.41261, -3.76406, -3.25106], [1.39137, -2.42930, -3.30552], [0.72002, -1.83692, -4.29595], [0.03167, -2.55585, -5.25603], [-0.49429, -4.53035, -5.92146], [0.81303, -5.63484, -4.09887], [1.99951, -4.20182, -2.45245], [0.74251, -0.75615, -4.30934], [-0.49871, -2.03406, -6.04177], [4.84374, -1.43966, 0.20351], [4.78857, -2.32836, -0.81266], [5.91584, -2.96210, -1.16793], [3.72049, -2.57420, -1.42833], [5.68143, -1.32752, 0.74624], [3.96279, -1.19907, 0.63687], [6.78656, -2.84039, -0.68332], [5.89392, -3.56238, -1.97330]], "forces_ev_per_angstrom": [[-0.364, -0.212, -0.437], [0.332, 0.377, 0.010], [-0.068, -0.252, 0.149], [-0.143, 0.124, -0.245], [-0.073, -0.128, 0.168], [0.104, 0.097, 0.140], [0.220, 0.156, -0.050], [-0.238, -0.476, -0.097], [0.003, 0.013, 0.017], [0.009, -0.037, -0.018], [0.032, -0.061, 0.117], [0.098, -0.090, -0.107], [-0.038, -0.051, 0.034], [-0.095, 0.009, 0.201], [0.074, 0.005, 0.051], [0.021, 0.017, 0.009], [0.034, 0.011, 0.049], [-0.018, -0.010, -0.002], [0.040, -0.037, 0.077], [-0.014, 0.031, -0.018], [-0.134, 0.174, -0.139], [0.047, -0.017, 0.022], [-0.034, -0.051, -0.013], [-0.010, 0.027, -0.012], [-0.041, -0.001, 0.006], [-0.015, 0.054, 0.021], [0.136, 0.060, -0.048], [-0.011, -0.027, -0.036], [-0.028, 0.048, 0.043], [0.000, -0.001, -0.015], [-0.030, 0.047, 0.028], [-0.070, -0.075, 0.012], [0.069, 0.110, -0.053], [-0.018, -0.062, -0.054], [-0.024, -0.031, -0.019], [0.000, 0.038, -0.003], [0.007, 0.011, -0.078], [-0.015, -0.008, 0.041], [-0.008, -0.059, 0.081], [0.021, -0.049, 0.008], [-0.030, 0.015, -0.012], [0.038, -0.018, 0.018], [0.025, 0.019, 0.032], [-0.086, 0.237, -0.099], [-0.003, -0.047, -0.049], [0.028, 0.030, -0.067], [0.029, 0.001, 0.041], [-0.034, 0.011, 0.032], [0.166, 0.041, -0.181], [0.020, 0.050, 0.069], [-0.021, 0.053, -0.017], [-0.048, 0.015, -0.051], [0.010, -0.032, -0.038], [0.008, -0.063, 0.058], [-0.053, -0.046, -0.046], [-0.002, 0.019, -0.031], [0.039, 0.004, 0.008], [-0.006, 0.035, 0.037], [-0.061, 0.014, 0.010], [0.020, 0.047, 0.004], [-0.018, 0.005, -0.026], [0.011, -0.024, -0.013], [0.002, -0.046, 0.025], [0.028, 0.039, 0.035], [-0.072, 0.035, -0.013], [-0.016, 0.019, 0.012], [0.013, -0.062, 0.016], [0.002, 0.024, 0.013], [0.023, 0.073, -0.057], [0.039, 0.001, 0.064], [0.016, -0.047, -0.003], [-0.024, -0.016, -0.033], [-0.021, 0.025, -0.069], [0.062, -0.218, 0.068], [-0.019, -0.017, -0.011], [-0.003, -0.050, -0.079], [0.116, -0.007, -0.025], [-0.002, 0.095, 0.356], [0.050, -0.017, 0.008], [-0.008, -0.004, -0.065], [0.027, 0.011, 0.003], [-0.028, 0.040, 0.024], [-0.006, 0.027, 0.025], [-0.059, 0.014, 0.053], [0.035, -0.025, 0.024], [0.041, -0.137, -0.213], [0.009, -0.046, 0.196], [0.024, -0.006, -0.073], [0.152, 0.210, 0.095], [0.051, -0.051, -0.014], [-0.182, 0.074, 0.111], [-0.012, 0.023, 0.007], [-0.029, 0.004, -0.004]]}